# C10H23FN2O6PS

2 unconnected molecules or ions with the total composition C10H23FN2O6PS (the ωB97M-V functional and the def2-TZVPD basis, the OMol25 dataset).

Values from the calculation:
Calculated total energy, eV: -48842.184
Gap between HOMO and LUMO, hartree: 0.283
HOMO, eV: -11.503
Net charge: +1

Last column: Löwdin charge in e.
Element x y z (Å)
C: 2.837 1.867 1.710  0.02
C: 1.405 1.499 1.966  -0.49
O: 1.028 0.809 2.863  0.16
N: 0.361 2.123 1.154  -0.23
C: -0.964 1.389 1.284  -0.48
C: -2.071 2.190 1.861  0.04
O: -0.993 0.287 0.845  0.13
S: 0.519 2.434 -0.492  1.10
C: 1.550 3.903 -0.758  -0.31
C: 1.809 4.776 0.474  -0.23
F: 1.103 5.940 0.330  -0.02
P: 1.737 0.763 -1.396  0.38
N: 3.133 1.261 -1.722  -0.11
O: 1.554 -0.404 -0.372  -0.11
O: 0.794 0.482 -2.628  -0.12
H: 3.401 0.932 1.666  0.11
H: 3.033 2.428 0.798  0.05
H: 3.193 2.423 2.581  0.12
H: -2.850 1.523 2.228  0.11
H: -1.710 2.871 2.630  0.10
H: -2.488 2.805 1.053  0.11
H: 2.462 3.558 -1.252  0.07
H: 0.961 4.498 -1.461  0.10
H: 2.872 5.015 0.537  0.14
H: 1.495 4.306 1.407  0.11
H: 3.915 0.813 -1.258  0.04
H: 0.653 -0.691 -0.111  0.07
H: 0.007 1.024 -2.766  0.09
C: -2.443 -5.380 -1.646  -0.10
O: -3.009 -4.593 -0.610  -0.19
C: -2.177 -4.443 0.523  -0.20
C: -1.453 -3.115 0.525  -0.20
O: -0.561 -2.973 -0.579  -0.19
C: -1.116 -2.268 -1.669  -0.11
H: -3.013 -5.182 -2.551  0.09
H: -1.394 -5.128 -1.818  0.08
H: -2.518 -6.445 -1.409  0.09
H: -1.459 -5.267 0.589  0.13
H: -2.817 -4.483 1.409  0.13
H: -0.857 -3.037 1.438  0.13
H: -2.178 -2.294 0.523  0.12
H: -1.074 -1.183 -1.485  0.06
H: -2.155 -2.543 -1.859  0.09
H: -0.520 -2.492 -2.552  0.10

***

# C2H4N4O3P

2 unconnected molecules or ions with the total composition C2H4N4O3P in a non-equilibrium geometry (the ωB97M-V functional and the def2-TZVPD basis, the OMol25 dataset).

Values from the calculation:
Calculated total energy, eV: -23529.932
Relative energy (zero: lowest compared OMol25 entry of this formula, charge and spin), eV: 2.132
Gap between HOMO and LUMO (alpha / beta), hartree: 0.235 / 0.296
HOMO (alpha / beta), eV: -2.979 / -4.402
Net charge: -1

Last column: Löwdin charge in e.
Element x y z (Å)
C: 1.926 0.924 -0.534  -0.31
C: 1.328 -0.355 0.968  -0.21
N: 2.119 0.669 0.776  0.06
N: 1.051 0.213 -1.132  0.05
N: 0.591 -0.625 -0.160  -0.20
N: -2.201 1.335 0.034  -0.18
O: -1.541 -1.735 -1.329  -0.35
O: -0.350 -2.978 0.664  -0.39
O: -1.642 0.585 1.088  -0.37
P: -0.745 -1.727 -0.121  0.54
H: 2.481 1.732 -1.075  0.11
H: 1.269 -0.635 1.972  0.10
H: -2.957 0.968 -0.591  0.06
H: -1.329 1.630 -0.559  0.08

***

# C4H5I

A molecular structure, C4H5I in a non-equilibrium geometry (the ωB97M-V functional and the def2-TZVPD basis, the OMol25 dataset).

Values from the calculation:
Calculated total energy, eV: -12325.258
Relative energy (zero: lowest compared OMol25 entry of this formula, charge and spin), eV: 2.811
Gap between HOMO and LUMO (alpha / beta), hartree: 0.207 / 0.207
HOMO (alpha / beta), eV: -8.192 / -8.195
Net charge: 0

Last column: Löwdin charge in e.
Element x y z (Å)
C: -0.965 -0.087 0.880  0.04
C: -0.411 -1.060 0.125  -0.11
C: -0.277 0.969 -0.021  -0.19
C: 0.213 -0.173 -0.854  -0.03
I: 3.529 -0.047 -0.016  -0.27
H: -1.638 0.038 1.744  0.12
H: -0.309 -2.121 0.103  0.10
H: -1.037 1.689 -0.526  0.14
H: 0.568 1.441 0.421  0.06
H: 0.327 -0.649 -1.857  0.12

***

# C28H81F4N9O17PbS4

A molecular structure, C28H81F4N9O17PbS4 in a non-equilibrium geometry (the ωB97M-V functional and the def2-TZVPD basis, the OMol25 dataset).

Values from the calculation:
Calculated total energy, eV: -138007.528
Relative energy (zero: lowest compared OMol25 entry of this formula, charge and spin), eV: 15.490
Gap between HOMO and LUMO, hartree: 0.085
HOMO, eV: -8.669
Net charge: 0

Last column: Löwdin charge in e.
Element x y z (Å)
Pb: -0.452 -0.971 3.743  1.72
N: -1.055 0.608 0.331  -0.32
S: -1.067 1.890 -0.348  0.36
O: -2.359 2.570 -0.468  -0.28
O: -0.009 2.090 -1.353  -0.29
F: -0.468 2.654 0.915  -0.23
S: -1.388 -0.320 -1.092  0.63
O: -0.363 -1.304 -1.541  -0.31
O: -2.178 0.261 -2.149  -0.26
F: -2.491 -1.333 -0.379  -0.24
N: -3.597 -2.661 5.100  -0.34
S: -4.067 -3.748 6.103  0.42
O: -5.006 -4.736 5.567  -0.28
O: -4.175 -3.230 7.448  -0.29
F: -2.694 -4.535 6.285  -0.21
S: -5.185 -2.267 4.569  0.61
O: -5.995 -1.628 5.626  -0.28
O: -5.746 -3.095 3.497  -0.29
F: -4.766 -1.019 3.589  -0.25
O: -1.216 2.437 5.060  -0.08
H: -1.219 3.170 4.445  0.04
H: -1.234 2.848 5.924  0.05
O: 2.648 -5.537 -4.255  -0.05
H: 2.503 -6.435 -4.555  0.03
H: 2.300 -5.524 -3.363  0.02
C: 5.930 7.621 -0.710  -0.05
C: 5.150 7.002 0.542  -0.40
C: 3.648 6.774 0.088  -0.21
O: 3.034 7.965 -0.290  -0.20
C: 1.767 7.892 -0.863  -0.11
N: 5.806 5.812 0.956  0.00
H: 6.923 7.974 -0.432  0.06
H: 5.373 8.343 -1.308  0.07
H: 6.148 6.945 -1.537  0.07
H: 5.327 7.704 1.357  0.13
H: 3.052 6.252 0.837  0.11
H: 3.548 5.976 -0.648  0.12
H: 1.738 7.625 -1.920  0.09
H: 1.569 8.960 -0.772  0.10
H: 1.103 7.238 -0.298  0.09
H: 5.417 5.493 1.831  0.07
H: 6.729 6.023 1.306  0.07
C: -2.320 4.159 -5.656  -0.09
C: -1.928 3.496 -6.904  -0.45
C: -1.159 2.225 -6.623  -0.23
O: -0.680 1.669 -7.797  -0.19
C: -0.063 0.404 -7.720  -0.11
N: -3.192 3.044 -7.557  0.04
H: -2.868 5.054 -5.951  0.08
H: -1.440 4.596 -5.184  0.08
H: -2.984 3.590 -5.006  0.09
H: -1.339 4.165 -7.532  0.14
H: -1.652 1.411 -6.092  0.14
H: -0.257 2.604 -6.142  0.13
H: -0.227 -0.049 -8.697  0.08
H: -0.461 -0.315 -7.003  0.09
H: 1.025 0.365 -7.681  0.08
H: -2.857 2.247 -8.080  0.05
H: -3.539 3.718 -8.224  0.07
C: 2.048 -5.427 3.618  -0.10
C: 2.676 -4.939 2.390  -0.46
C: 3.421 -6.080 1.627  -0.20
O: 4.258 -5.423 0.759  -0.20
C: 5.322 -5.988 0.016  -0.07
N: 1.654 -4.204 1.694  0.06
H: 1.459 -6.342 3.555  0.09
H: 1.390 -4.702 4.098  0.06
H: 2.810 -5.618 4.374  0.09
H: 3.429 -4.211 2.693  0.14
H: 2.720 -6.831 1.264  0.13
H: 4.027 -6.685 2.300  0.12
H: 5.714 -6.808 0.618  0.09
H: 6.003 -5.204 -0.314  0.09
H: 4.945 -6.504 -0.866  0.08
H: 0.936 -4.838 1.374  0.08
H: 2.168 -4.012 0.846  0.08
C: 0.630 8.754 5.010  -0.06
C: 1.798 7.910 5.521  -0.45
C: 2.217 8.289 6.974  -0.15
O: 2.996 7.216 7.656  -0.20
C: 3.180 7.547 9.038  -0.13
N: 1.339 6.535 5.500  0.02
H: 1.164 9.692 4.861  0.08
H: -0.151 8.794 5.769  0.08
H: 0.380 8.368 4.021  0.08
H: 2.692 8.035 4.909  0.13
H: 1.273 8.363 7.513  0.11
H: 2.738 9.247 6.997  0.12
H: 2.257 7.548 9.618  0.08
H: 3.543 8.547 9.274  0.08
H: 3.882 6.877 9.535  0.08
H: 1.557 6.089 4.620  0.07
H: 1.775 5.916 6.169  0.06
C: -9.202 -1.511 -5.953  -0.06
C: -8.103 -1.038 -4.945  -0.44
C: -7.875 -2.091 -3.836  -0.23
O: -9.069 -2.405 -3.200  -0.19
C: -8.953 -3.290 -2.095  -0.09
N: -6.920 -0.739 -5.664  0.03
H: -10.116 -1.668 -5.379  0.06
H: -8.928 -2.434 -6.463  0.07
H: -9.535 -0.889 -6.784  0.06
H: -8.545 -0.167 -4.460  0.13
H: -7.262 -1.659 -3.045  0.12
H: -7.249 -2.906 -4.199  0.13
H: -9.788 -3.526 -1.435  0.09
H: -8.122 -3.003 -1.451  0.08
H: -8.587 -4.220 -2.530  0.08
H: -6.871 0.152 -6.137  0.08
H: -6.167 -0.695 -4.992  0.07
C: 7.794 0.671 -0.136  -0.09
C: 6.592 0.704 -0.995  -0.47
C: 6.542 -0.687 -1.665  -0.22
O: 6.111 -0.651 -2.987  -0.17
C: 4.741 -0.267 -3.066  -0.09
N: 5.414 1.178 -0.276  0.04
H: 7.497 -0.015 0.658  0.08
H: 7.904 1.691 0.231  0.08
H: 8.737 0.234 -0.464  0.09
H: 6.777 1.488 -1.729  0.14
H: 5.957 -1.399 -1.083  0.13
H: 7.533 -1.120 -1.802  0.12
H: 3.956 -1.020 -2.998  0.09
H: 4.731 0.279 -4.010  0.10
H: 4.388 0.437 -2.313  0.05
H: 5.684 2.104 0.022  0.07
H: 4.597 1.268 -0.863  0.04
C: -4.510 -7.450 0.914  -0.04
C: -3.118 -7.494 1.637  -0.47
C: -2.683 -8.860 2.223  -0.16
O: -2.428 -9.829 1.213  -0.21
C: -1.824 -10.996 1.592  -0.13
N: -2.144 -6.983 0.798  0.02
H: -5.304 -7.808 1.571  0.07
H: -4.372 -8.224 0.159  0.07
H: -4.893 -6.554 0.427  0.08
H: -3.038 -6.743 2.422  0.13
H: -3.381 -9.214 2.982  0.13
H: -1.684 -8.656 2.610  0.12
H: -2.544 -11.656 2.075  0.09
H: -1.020 -10.796 2.300  0.08
H: -1.409 -11.388 0.663  0.10
H: -1.939 -7.831 0.289  0.07
H: -2.662 -6.401 0.156  0.07

***

# C29H27Cl5FN3O9Rh

A molecular structure, C29H27Cl5FN3O9Rh (the ωB97M-V functional and the def2-TZVPD basis, the OMol25 dataset).

Values from the calculation:
2S+1: 5
Calculated total energy, eV: -121735.671
Relative energy (zero: lowest compared OMol25 entry of this formula, charge and spin), eV: 0.000
⟨S²⟩: 6.04
Gap between HOMO and LUMO (alpha / beta), hartree: 0.203 / 0.193
HOMO (alpha / beta), eV: -3.333 / -6.053
Net charge: -1

Last column: Löwdin spin population.
Element x y z (Å)
Rh: -0.243 -0.034 0.087  0.07
F: -2.300 5.625 3.135  0.01
C: -2.495 5.317 1.827  0.04
C: -2.028 4.086 1.390  0.04
C: -2.112 3.747 0.056  0.02
C: -1.597 2.478 -0.453  0.22
O: -1.177 1.647 0.435  0.34
C: -1.525 2.277 -1.844  0.35
C: -2.086 3.243 -2.718  0.38
N: -2.732 4.339 -2.206  0.27
C: -3.321 5.275 -3.122  0.02
C: -4.811 5.442 -3.119  0.01
C: -4.126 4.748 -4.264  0.00
C: -2.670 4.678 -0.837  0.00
C: -3.158 5.885 -0.378  0.05
C: -3.089 6.240 0.985  0.04
N: -3.609 7.479 1.378  0.03
C: -4.092 7.687 2.726  0.00
C: -5.241 8.681 2.800  0.01
N: -6.389 8.239 2.016  0.01
C: -4.148 9.406 -0.077  0.71
C: -3.109 8.665 0.689  0.11
C: -0.850 1.104 -2.559  0.02
O: -0.903 1.135 -3.781  0.07
O: -0.237 0.217 -1.881  -0.01
H: -1.547 3.414 2.088  0.00
H: -2.025 3.128 -3.783  0.02
H: -2.716 6.161 -3.288  0.01
H: -5.208 6.437 -3.265  0.00
H: -5.361 4.823 -2.423  0.00
H: -4.037 5.266 -5.208  0.00
H: -4.240 3.677 -4.338  0.00
H: -3.632 6.576 -1.058  0.00
H: -3.298 8.025 3.408  0.00
H: -4.445 6.728 3.109  0.00
H: -4.924 9.657 2.423  0.01
H: -5.460 8.813 3.870  0.00
H: -7.186 8.843 2.171  0.00
H: -6.660 7.300 2.283  0.00
H: -4.271 10.474 0.022  0.04
H: -4.858 8.858 -0.678  0.04
H: -2.621 9.334 1.410  0.00
H: -2.311 8.332 0.013  0.03
Cl: 1.770 -3.862 5.291  0.02
C: 1.471 -3.229 3.719  0.08
C: 1.956 -3.945 2.577  0.08
Cl: 2.822 -5.413 2.820  0.02
C: 1.739 -3.480 1.310  0.03
Cl: 2.298 -4.303 -0.086  0.00
C: 1.020 -2.264 1.107  0.12
O: 0.792 -1.790 -0.046  0.22
C: 0.530 -1.535 2.267  0.12
O: -0.103 -0.455 2.075  0.23
C: 0.779 -2.060 3.571  0.03
Cl: 0.174 -1.166 4.903  0.00
C: -3.936 -3.840 -0.135  0.00
C: -4.223 -2.338 -0.260  0.00
C: -5.206 -1.913 0.838  0.00
C: -4.840 -2.052 -1.635  0.00
C: -2.964 -1.587 -0.123  0.00
C: -1.922 -0.985 -0.030  0.00
H: -4.861 -4.413 -0.243  0.00
H: -3.498 -4.066 0.838  0.00
H: -3.234 -4.160 -0.905  0.00
H: -6.144 -2.466 0.739  0.00
H: -5.419 -0.846 0.769  0.00
H: -4.786 -2.110 1.825  0.00
H: -5.773 -2.609 -1.755  0.00
H: -4.153 -2.341 -2.431  0.00
H: -5.052 -0.988 -1.745  0.00
O: 1.282 2.774 1.590  0.01
Cl: 1.896 2.362 0.360  0.00
O: 3.302 2.613 0.369  0.00
O: 1.257 3.000 -0.761  0.01
O: 1.726 0.885 0.210  0.01

***

Which formula does entry 5 have? C29H27Cl5FN3O9Rh